[1]
{
  "formula": "C16H68N2O20S3",
  "method": "the ωB97M-V functional and the def2-TZVPD basis",
  "energy_ha": -3459.15980,
  "elements": ["N", "N", "S", "S", "S", "C", "C", "C", "C", "C", "C", "C", "C", "C", "C", "C", "C", "C", "C", "C", "C", "H", "H", "H", "H", "H", "H", "H", "H", "H", "H", "H", "H", "H", "H", "H", "H", "H", "H", "H", "H", "H", "H", "H", "H", "H", "H", "H", "H", "O", "H", "H", "O", "H", "H", "O", "H", "H", "O", "H", "H", "O", "H", "H", "O", "H", "H", "O", "H", "H", "O", "H", "H", "O", "H", "H", "O", "H", "H", "O", "H", "H", "O", "H", "H", "O", "H", "H", "O", "H", "H", "O", "H", "H", "O", "H", "H", "O", "H", "H", "O", "H", "H", "O", "H", "H", "O", "H", "H"],
  "coordinates": [[0.6583, 0.6093, -1.5461], [-0.8846, 0.9881, 0.1989], [-0.5401, 3.0634, -1.3334], [1.8805, -1.7205, -2.2268], [-1.7707, -0.9666, 1.7101], [-0.2402, 1.3756, -0.8750], [0.8441, -0.6881, -1.2563], [-0.6584, -0.2738, 0.5945], [0.2160, -1.0779, -0.0863], [1.0305, 5.1077, -3.3371], [2.7467, 5.7365, -1.6676], [4.9492, -1.3464, 0.4428], [5.1279, -0.7143, -1.9132], [-3.6906, -3.6547, 1.9112], [-4.9929, -1.3984, 1.8686], [1.2469, 3.6591, -1.2631], [3.1334, -2.2883, -1.0928], [-2.9402, -1.6168, 0.4497], [1.3504, 5.0749, -1.8224], [4.1182, -1.0527, -0.8410], [-4.1532, -2.3830, 1.1120], [0.3320, -2.0992, 0.2589], [0.0120, 4.6877, -3.5967], [1.8159, 4.6574, -4.0117], [1.0092, 6.1735, -3.6793], [2.9520, 5.7806, -0.5794], [2.9158, 6.6926, -2.1033], [3.4087, 5.0236, -2.1650], [5.3267, -2.3713, 0.4581], [4.2944, -1.1404, 1.2811], [5.8032, -0.6802, 0.5638], [5.7083, -1.5771, -2.1635], [5.7830, 0.1032, -1.6215], [4.6197, -0.2361, -2.7010], [-3.1705, -4.3811, 1.2292], [-4.6136, -4.0940, 2.3238], [-3.0290, -3.3616, 2.7166], [-4.3851, -0.8334, 2.6022], [-5.7893, -1.8582, 2.4437], [-5.5091, -0.6486, 1.2019], [1.8523, 2.9292, -1.8863], [1.5911, 3.5265, -0.2132], [3.6864, -3.0670, -1.6135], [2.6922, -2.6909, -0.1366], [-2.4124, -2.2353, -0.3109], [-3.3853, -0.7136, -0.0021], [0.6014, 5.6449, -1.2778], [3.5029, -0.1263, -0.5892], [-4.7167, -2.7387, 0.2965], [8.2364, 0.4829, 0.5056], [8.4536, -0.3987, 0.0592], [8.9833, 0.7012, 1.1523], [-7.9648, -1.7939, 0.7410], [-7.1982, -2.3608, 0.4024], [-7.8344, -0.8507, 0.3990], [-3.6649, -0.0907, 5.2955], [-2.7848, -0.3782, 5.7036], [-4.2400, -0.9143, 5.1741], [6.3036, 2.3742, -0.2967], [6.7888, 3.2619, -0.3118], [6.9726, 1.6533, -0.0586], [1.3981, 3.7972, 2.5512], [2.2076, 3.5750, 1.9862], [0.8427, 2.9573, 2.6502], [-4.4758, -6.9246, 2.7147], [-4.2224, -7.8942, 2.5753], [-4.6140, -6.5011, 1.8063], [0.5508, 1.2429, -4.0815], [0.7544, 1.0191, -3.1160], [-0.3378, 0.8229, -4.3218], [0.8658, 3.2380, -6.0094], [0.8502, 2.6097, -5.2164], [-0.0261, 3.7139, -6.0520], [5.5351, -5.1246, 1.0581], [6.3271, -5.2049, 0.4337], [5.8827, -4.8941, 1.9800], [0.2463, 7.6569, -5.9777], [0.9158, 7.6093, -6.7348], [-0.6511, 7.9164, -6.3664], [-5.7772, 2.0904, 1.3302], [-4.8414, 2.0757, 0.9458], [-6.3408, 1.4280, 0.8131], [-6.8282, -4.1968, 3.8123], [-6.4043, -4.6192, 2.9965], [-7.2968, -4.9244, 4.3365], [-0.0902, 5.7956, 1.2767], [-0.9660, 5.3120, 1.1251], [0.6103, 5.1089, 1.5244], [5.4802, 2.3495, -3.2764], [5.7064, 3.2441, -3.6915], [5.6537, 2.4108, -2.2815], [-3.2147, 2.3310, 0.6872], [-2.3610, 1.8042, 0.5552], [-3.0115, 3.1130, 1.2963], [2.5113, 0.1247, 2.4184], [1.7396, 0.5676, 2.9001], [3.3484, 0.6621, 2.6034], [-0.9912, -4.0817, -1.5306], [-0.2139, -3.8516, -2.1362], [-0.8773, -5.0383, -1.2214], [-6.2867, -4.8072, -0.4320], [-5.8304, -4.4596, -1.2655], [-5.9319, -5.7356, -0.2424], [-1.9752, -5.1775, 3.9294], [-2.8089, -5.5640, 3.5059], [-1.1808, -5.7170, 3.6107], [-1.1252, -2.6265, 4.2229], [-1.4923, -3.5658, 4.3050], [-1.6318, -2.1534, 3.4857]],
  "atomic_forces_ev_per_a": [[-0.4, 0.3, -0.9], [-0.2, -0.8, 0.3], [1.1, 0.3, 0.0], [-0.8, -0.1, -1.3], [-0.9, -0.4, 0.7], [1.6, 0.0, -0.2], [-0.2, 2.1, 1.8], [0.0, 0.5, -1.4], [0.5, -2.2, 0.3], [-0.6, 0.6, -0.9], [-0.5, -2.3, 1.5], [-0.7, 0.2, -0.1], [-0.8, 0.5, 0.4], [-0.7, 0.8, -1.1], [-0.5, 1.2, 0.7], [0.8, -1.5, -0.6], [0.9, 1.7, 1.2], [-0.9, -0.2, -0.1], [-0.2, 0.7, -1.2], [0.2, 0.1, 2.2], [2.3, -0.1, 0.3], [-0.1, 0.0, 0.0], [1.2, 0.2, 0.3], [-0.8, 0.0, 1.0], [-0.1, -0.7, 0.4], [0.4, 0.1, -0.5], [-0.5, 0.8, -0.4], [0.5, 0.1, 0.2], [-0.2, -0.1, 0.1], [0.0, -0.5, 0.5], [0.0, 0.1, -0.3], [0.4, -0.5, -0.6], [0.2, -0.2, 0.6], [-0.5, -0.1, -1.8], [-0.4, 0.7, 0.6], [0.6, -0.1, 0.0], [0.0, -0.2, 0.1], [-0.3, -0.1, -0.4], [-0.2, -0.3, 0.0], [0.8, -0.7, 0.6], [-0.7, 0.8, 0.6], [-0.3, 0.4, -0.6], [-0.1, -0.2, 0.0], [0.6, 0.4, -1.0], [-0.2, 0.4, 0.6], [0.3, -0.4, -0.2], [-0.1, 0.4, 0.0], [0.5, -1.2, -0.5], [-0.7, -0.5, -1.2], [1.8, -1.3, 0.4], [-0.3, 1.9, 1.1], [-1.5, -0.7, -1.5], [1.4, 0.7, -1.3], [-1.6, 1.4, 0.6], [0.0, -2.2, 0.6], [0.5, -1.9, 0.5], [-2.0, 0.2, -1.0], [1.5, 1.6, 0.4], [1.6, 0.8, 0.1], [-0.8, -2.1, 0.1], [-0.8, 1.5, -0.4], [0.7, -2.0, -0.8], [-1.8, 0.1, 1.2], [1.3, 1.7, -0.5], [0.3, -0.8, -1.8], [-0.6, 2.1, 0.0], [0.4, -1.2, 1.8], [-1.5, -1.0, -0.3], [-0.4, 0.3, -1.1], [2.0, 0.9, 0.7], [-1.6, 0.2, 0.6], [-0.3, 1.0, -1.2], [2.0, -1.2, 0.4], [2.0, 0.3, 0.5], [-1.5, 0.2, 1.7], [-0.5, -0.5, -2.2], [-0.4, 0.4, -2.0], [-1.8, 0.2, 1.5], [2.2, -0.6, 0.5], [-0.4, -1.4, -1.5], [-1.4, -0.3, 0.5], [1.5, 1.6, 1.1], [0.0, -2.0, -0.5], [-1.2, 0.6, 2.0], [1.2, 1.4, -1.4], [-0.6, -1.6, -0.2], [2.2, 0.8, 0.3], [-1.8, 1.0, -0.2], [0.7, 1.7, 0.8], [-0.5, -1.9, 1.2], [-0.2, 0.2, -1.8], [1.2, 1.2, 0.9], [-0.9, 0.9, 0.5], [-0.3, -1.8, -1.3], [0.0, 1.8, 1.0], [1.9, -0.9, -0.8], [-2.0, -0.9, -0.2], [1.4, -1.3, -0.4], [-1.4, -0.7, 1.3], [0.1, 2.1, -0.9], [1.5, -1.0, -1.0], [-0.8, -1.1, 1.8], [-0.7, 2.1, -0.8], [0.1, -2.2, -1.2], [1.7, 0.5, 0.8], [-1.9, 1.1, 0.6], [-1.3, -0.3, -0.7], [0.5, 1.8, -0.4], [1.2, -1.3, 1.7]]
}


[2]
{
  "formula": "C16H7F4O2S",
  "method": "the ωB97M-V functional and the def2-TZVPD basis",
  "energy_ha": -1562.05911,
  "charge": -1,
  "elements": ["F", "C", "C", "F", "C", "O", "C", "F", "C", "F", "C", "O", "C", "C", "C", "C", "C", "C", "C", "C", "C", "S", "C", "H", "H", "H", "H", "H", "H", "H"],
  "coordinates": [[-0.7202, 1.9027, 3.4928], [-1.0733, 2.0326, 2.2031], [-0.5213, 2.9724, 1.4139], [0.5000, 3.7413, 1.8407], [-0.9737, 3.2088, 0.0424], [-0.4574, 4.0652, -0.6830], [-2.0672, 2.3527, -0.4177], [-2.4781, 2.5484, -1.6862], [-2.6238, 1.4102, 0.3651], [-3.6935, 0.7048, -0.0379], [-2.2153, 1.1975, 1.7704], [-2.9740, 0.6473, 2.5964], [4.9056, -0.1487, -0.4862], [3.9299, -0.4387, 0.4528], [2.6341, -0.8541, 0.0526], [2.3746, -1.0585, -1.3568], [3.3984, -0.7633, -2.2865], [4.6382, -0.3014, -1.8653], [1.0781, -1.5041, -1.7547], [0.0515, -1.6101, -0.8495], [0.2576, -1.1935, 0.5076], [-1.0505, -0.8934, 1.5121], [1.5756, -0.9994, 0.9636], [5.8877, 0.2021, -0.1669], [4.1226, -0.3289, 1.5197], [3.1817, -0.8962, -3.3496], [5.4089, -0.0610, -2.5980], [0.9134, -1.7304, -2.8110], [-0.9455, -1.9415, -1.1315], [1.7384, -0.8675, 2.0293]],
  "atomic_forces_ev_per_a": [[0.0, 0.1, -0.9], [0.3, 0.3, 0.5], [0.2, -0.2, 0.6], [-0.4, -0.2, -0.1], [0.8, 0.9, -0.9], [-0.6, -0.9, 0.8], [-0.4, -0.5, -0.2], [0.1, -0.1, 0.4], [-0.5, 0.0, -0.5], [0.8, 0.4, 0.1], [-1.2, -1.1, 1.4], [0.5, 1.4, -0.9], [-0.4, -0.2, 0.4], [0.4, 0.1, -0.4], [0.1, -0.3, -1.0], [0.0, 0.2, 0.7], [0.5, 0.1, 0.2], [-0.5, -0.2, -0.2], [-0.1, -0.1, 0.0], [0.7, 0.5, -0.1], [2.0, -0.5, -0.6], [-1.2, 0.0, 0.9], [-1.0, 0.0, -0.5], [-0.2, -0.1, 0.0], [0.0, 0.1, -0.2], [0.1, 0.1, 0.3], [-0.2, -0.1, 0.2], [0.0, 0.0, 0.3], [0.2, 0.2, 0.0], [0.0, 0.2, -0.1]]
}